[1]
Entry from OMol25: a gas-phase ion, C7H9N2 (charge +1) at a distorted geometry (ωB97M-V with the def2-TZVPD basis set).

Electronic energy in Eh: -381.1875
Net charge: +1
Orbital gap in eV: 8.73
Energy relative to the best compared isomer or geometry (same formula, charge and spin) in kJ/mol: 567.6
E_HOMO in eV: -15.0
Lowest unoccupied orbital energy in eV: -6.254

Positions of all 18 atoms, in Å:
C (0.93350, 1.66510, 1.10073)
C (-1.17125, 3.09275, 0.17178)
C (0.84047, 0.16903, 1.21744)
C (0.88880, 0.92055, -1.05613)
C (-0.53453, 0.98029, -0.47373)
C (-0.64522, -1.55216, -0.06879)
C (-0.59556, -0.10894, 0.62047)
N (-0.37124, 2.20980, 0.40248)
N (1.59811, 0.82695, 0.18998)
H (1.46682, 2.39293, 1.72990)
H (1.16622, -0.02284, -1.72161)
H (1.20399, 1.85706, -1.61794)
H (-1.33313, 1.16231, -1.08547)
H (-1.18935, -2.06988, 0.69957)
H (0.30331, -2.00968, -0.03930)
H (-1.14680, -1.53755, -1.10404)
H (1.26572, -0.33140, 2.10535)
H (-1.42749, 0.14636, 1.27691)

Atomic forces in eV per Å
C 1.1 1.1 1.6
C 0.2 0.1 0.4
C -3.0 1.1 0.5
C 0.7 -1.3 -2.3
C 1.3 -1.3 0.4
C -1.9 2.1 0.4
C 1.4 -0.8 -1.8
N 1.5 0.0 1.0
N 1.7 0.6 0.1
H -0.6 -0.2 -0.5
H -1.1 2.0 1.3
H -0.5 -1.2 0.7
H -2.1 -0.3 -1.8
H -0.8 -0.9 -0.3
H 1.3 -0.3 -0.6
H 0.7 -0.2 1.8
H -0.1 0.1 -1.0
H 0.1 -0.5 0.2

=====

[2]
Entry from OMol25: 2 unconnected molecules or ions with the total composition C2H10NO at a distorted geometry (ωB97M-V with the def2-TZVPD basis set).

Electronic energy in Eh: -211.9174
Net charge: +1
Orbital gap in eV: 12.76
Energy relative to the best compared isomer or geometry (same formula, charge and spin) in kJ/mol: 107.7
E_HOMO in eV: -16.3
Lowest unoccupied orbital energy in eV: -3.562

Positions of all 14 atoms, in Å:
O (0.60524, -1.85307, 1.38830)
H (0.29378, -2.20516, 2.19876)
H (-0.59803, -0.55073, 0.97858)
H (0.78437, -2.65562, 0.81811)
C (0.98023, 0.66728, -1.10170)
C (-0.54390, 0.78549, -0.79847)
N (-1.02057, 0.43480, 0.60355)
H (1.62501, -0.17698, -0.59085)
H (1.59102, 1.47882, -0.75403)
H (1.07569, 0.35583, -2.18548)
H (-1.19764, 0.03219, -1.36957)
H (-0.95816, 1.77479, -1.04958)
H (-2.03660, 0.77899, 0.60714)
H (-0.60044, 1.13337, 1.25522)

Atomic forces in eV per Å
O 0.3 -0.4 -2.3
H -0.4 -0.7 1.5
H -1.4 1.6 -1.1
H -0.3 1.3 0.8
C 0.6 -2.9 0.2
C -0.6 -1.9 -1.0
N 0.9 1.5 1.3
H -2.1 0.9 -0.6
H -0.2 1.1 -0.6
H 0.1 1.1 1.1
H 1.5 1.1 0.2
H 0.4 -0.3 0.2
H 1.4 -1.9 0.4
H 0.0 -0.6 -0.3

=====

[3]
Entry from OMol25: a single C6H9NO molecule at a distorted geometry (ωB97M-V with the def2-TZVPD basis set).

Electronic energy in Eh: -363.8832
SMILES: N[C@@]12COC=C[C@H]1C2
Orbital gap in eV: 9.42
Energy relative to the best compared isomer or geometry (same formula, charge and spin) in kJ/mol: 370.4
E_HOMO in eV: -8.4
Lowest unoccupied orbital energy in eV: 0.974

Positions of all 17 atoms, in Å:
N (1.07397, 0.12383, 1.32060)
C (0.29190, 0.82494, 0.33249)
C (0.74376, 0.60267, -1.14363)
O (0.64062, -0.82644, -1.37041)
C (-0.14873, -1.57542, -0.58109)
C (-1.09089, -1.19360, 0.25369)
C (-1.14999, 0.35559, 0.26359)
C (-0.72559, 1.59582, 0.96336)
H (1.66909, 0.71992, 1.85049)
H (1.61507, -0.65861, 0.86889)
H (1.76149, 0.82515, -1.44253)
H (0.03696, 1.12106, -1.86243)
H (-0.06449, -2.64450, -0.76818)
H (-1.80138, -1.91695, 0.62840)
H (-1.51065, 0.56125, -0.74176)
H (-1.20351, 2.52099, 0.57167)
H (-0.66814, 1.55636, 2.08415)

Atomic forces in eV per Å
N 0.4 -1.7 -1.2
C 2.4 -1.2 -2.3
C -1.1 1.1 0.1
O 0.7 0.2 0.0
C -0.8 -1.8 -0.6
C -0.7 2.0 0.9
C -0.6 -2.4 -0.9
C -2.5 1.9 2.3
H 0.6 0.5 0.1
H -0.7 1.2 1.0
H 0.3 0.2 0.3
H 0.9 -0.4 0.8
H 0.4 0.2 -0.3
H 0.2 0.2 0.4
H -0.4 0.6 0.4
H 0.7 -0.7 0.2
H 0.0 0.3 -1.2

=====

[4]
Entry from OMol25: 2 unconnected molecules or ions with the total composition C5H12N2O at a distorted geometry (ωB97M-V with the def2-TZVPD basis set).

Electronic energy in Eh: -382.0884
Net charge: +1
Orbital gap (alpha / beta) in eV: 8.79 / 5.48
Energy relative to the best compared isomer or geometry (same formula, charge and spin) in kJ/mol: 207.2
<S²>: 0.76
2S+1: 2
E_HOMO (alpha / beta) in eV: -13.4 / -13.3
Lowest unoccupied orbital energy (alpha / beta) in eV: -4.609 / -7.867

Positions of all 20 atoms, in Å:
C (1.01196, -1.11264, 1.62569)
C (-0.20057, -0.15271, 1.64209)
C (-0.20463, 0.64019, 0.41164)
C (0.16972, 1.93848, 0.12976)
N (-0.20681, 2.51376, -1.05865)
C (0.10290, 2.13136, -2.22012)
N (1.06693, -1.78627, 0.33549)
H (0.95447, -1.75608, 2.51152)
H (1.94806, -0.54039, 1.68323)
H (-1.09856, -0.80010, 1.65007)
H (-0.23040, 0.34090, 2.62314)
H (-0.58496, 0.04699, -0.40350)
H (0.63061, 2.70159, 0.73917)
H (0.79111, 1.33553, -2.53102)
H (-0.20234, 2.72977, -3.07877)
H (1.89785, -2.35579, 0.24123)
H (0.26521, -2.37837, 0.15368)
H (-1.81973, -1.50327, -2.18736)
H (-2.10222, -0.54541, -0.98191)
O (-2.18862, -1.44754, -1.28537)

Atomic forces in eV per Å
C 0.6 0.0 -0.3
C 0.0 -0.4 1.2
C -0.6 -0.6 0.6
C -1.0 1.6 -1.4
N 1.5 -1.9 0.8
C 0.1 1.1 -1.5
N -0.1 0.0 -0.2
H -0.1 0.0 -0.1
H -0.3 0.0 0.3
H 0.2 0.2 -0.3
H 0.2 0.5 -0.6
H 0.2 0.3 -0.4
H 0.2 -0.5 0.8
H 0.1 0.0 0.9
H -0.7 -0.1 0.2
H 0.0 0.0 0.1
H -0.1 -0.1 0.1
H -0.3 0.2 0.6
H -0.4 0.2 -0.4
O 0.4 -0.5 -0.4

=====

[5]
Entry from OMol25: a molecular structure, C31H50F5N6O3PRbSSi (ωB97M-V with the def2-TZVPD basis set).

Electronic energy in Eh: -3318.2019
Net charge: -1
Orbital gap in eV: 6.65
Energy relative to the best compared isomer or geometry (same formula, charge and spin) in kJ/mol: 0.0
E_HOMO in eV: -4.5
Lowest unoccupied orbital energy in eV: 2.176

Positions of all 99 atoms, in Å:
Rb (0.55739, -1.91422, -0.62034)
F (-1.26290, 3.90862, 1.78283)
C (-0.86950, 3.64819, 0.52681)
C (-0.61433, 2.35567, 0.11647)
F (-0.76162, 1.33577, 0.97686)
C (-0.21727, 2.11018, -1.18510)
F (-0.00076, 0.80222, -1.49054)
C (-0.03876, 3.10324, -2.15600)
S (0.48853, 2.78470, -3.77157)
C (-0.30849, 4.39916, -1.68502)
F (-0.17533, 5.44773, -2.50756)
C (-0.71180, 4.67124, -0.39273)
F (-0.95307, 5.93573, -0.01069)
C (2.93150, -1.09917, 4.39085)
Si (2.95193, -0.72406, 2.52727)
C (4.73578, -1.11410, 2.00703)
C (2.72632, 1.16255, 2.44750)
O (1.85772, -1.51011, 1.69075)
H (3.72844, -0.56027, 4.91273)
H (3.07280, -2.16799, 4.57564)
H (1.98004, -0.80554, 4.84364)
H (5.46362, -0.46700, 2.50669)
H (4.88510, -1.02386, 0.92660)
H (4.96957, -2.14882, 2.27478)
H (3.54963, 1.70373, 2.92394)
H (1.80266, 1.44085, 2.96501)
H (2.62996, 1.53076, 1.42277)
O (-1.10600, -2.85678, -2.68848)
P (-1.80482, -2.03835, -3.70765)
N (-2.65382, -0.79365, -3.04522)
C (-3.41652, -0.94124, -1.80712)
C (-3.32153, 0.44909, -1.18907)
C (-3.38875, 1.36942, -2.40976)
C (-2.64024, 0.60222, -3.51086)
N (-0.77621, -1.39105, -4.80642)
C (-1.14066, -0.96886, -6.15683)
C (-0.04632, 0.03285, -6.51610)
C (1.17810, -0.52393, -5.78971)
C (0.60486, -1.00611, -4.45866)
N (-2.88264, -2.93355, -4.59380)
C (-2.63317, -4.35015, -4.87742)
C (-3.91038, -4.81045, -5.58668)
C (-4.97857, -3.85713, -5.05096)
C (-4.22634, -2.53137, -4.99113)
H (-2.98883, -1.72641, -1.18384)
H (-4.46711, -1.20215, -2.00813)
H (-2.35987, 0.55186, -0.68319)
H (-4.10982, 0.64417, -0.46160)
H (-2.94212, 2.34833, -2.23459)
H (-4.43268, 1.52109, -2.69629)
H (-1.61607, 0.96459, -3.62222)
H (-3.14184, 0.71593, -4.47783)
H (-2.13455, -0.51456, -6.18684)
H (-1.14467, -1.82208, -6.84763)
H (-0.29490, 1.00966, -6.09693)
H (0.09041, 0.13427, -7.59367)
H (1.95127, 0.23015, -5.64270)
H (1.60581, -1.36270, -6.34688)
H (0.61258, -0.18254, -3.74293)
H (1.14829, -1.85743, -4.05043)
H (-2.46276, -4.89391, -3.94534)
H (-1.74751, -4.48431, -5.50438)
H (-4.13113, -5.86098, -5.39958)
H (-3.80853, -4.67499, -6.66642)
H (-5.27621, -4.15354, -4.04243)
H (-5.87030, -3.81152, -5.67654)
H (-4.64877, -1.82488, -4.27707)
H (-4.22958, -2.05017, -5.97956)
N (3.11641, -2.11762, -2.35491)
C (3.68132, -1.11027, -2.26747)
N (4.33826, 0.02479, -2.12594)
C (4.90378, 0.70650, -3.29219)
C (4.13470, 1.98917, -3.56677)
O (4.10434, 2.79310, -2.40131)
C (3.35268, 2.13783, -1.38698)
C (4.06384, 0.86922, -0.95422)
H (4.86943, 0.03024, -4.14559)
H (5.94874, 0.94505, -3.07261)
H (3.10694, 1.77117, -3.88450)
H (4.63251, 2.56844, -4.34500)
H (2.35075, 1.91232, -1.77026)
H (3.26710, 2.82969, -0.54946)
H (3.46616, 0.29513, -0.24657)
H (5.01743, 1.11507, -0.47916)
C (-2.39942, -2.55966, 4.38208)
C (-1.20330, -2.29588, 3.46015)
C (-0.00644, -3.17367, 3.84745)
C (-0.80911, -0.81400, 3.48319)
C (-1.60037, -2.64890, 2.08470)
N (-1.92169, -2.94066, 1.01952)
H (-2.11507, -2.30579, 5.40448)
H (-2.69410, -3.60948, 4.35486)
H (-3.25800, -1.94890, 4.09965)
H (0.28958, -2.93144, 4.87031)
H (0.83218, -2.96502, 3.17860)
H (-0.27194, -4.23198, 3.80225)
H (-0.52981, -0.54301, 4.50356)
H (-1.63936, -0.17916, 3.16918)
H (0.04772, -0.65005, 2.82809)

Atomic forces in eV per Å
Rb 0.0 -0.1 0.0
F 0.0 0.0 0.0
C 0.0 0.0 0.0
C 0.0 0.0 0.0
F 0.0 0.0 0.0
C 0.0 -0.1 0.1
F 0.1 0.2 -0.1
C 0.0 -0.1 0.0
S -0.1 -0.1 0.0
C 0.0 0.0 0.0
F 0.0 0.0 0.0
C 0.0 0.0 0.0
F 0.0 0.0 0.0
C 0.0 0.0 0.0
Si 0.0 0.0 0.0
C 0.0 0.0 -0.1
C 0.0 0.0 0.0
O 0.0 0.0 0.0
H 0.0 0.0 0.0
H 0.0 0.0 0.0
H 0.0 0.0 0.0
H 0.0 0.0 0.0
H 0.0 0.0 0.1
H 0.0 0.0 0.0
H 0.0 0.0 0.0
H 0.0 0.0 0.0
H 0.0 0.0 0.0
O 0.0 -0.1 -0.1
P 0.0 0.0 0.0
N -0.1 0.0 -0.1
C 0.0 0.0 0.0
C 0.0 0.0 0.0
C 0.0 0.0 0.0
C 0.1 0.0 0.0
N 0.1 -0.1 0.0
C 0.0 0.0 0.0
C 0.0 0.0 0.0
C 0.0 0.0 0.0
C 0.0 0.0 -0.1
N -0.1 0.1 0.1
C 0.0 0.0 0.0
C 0.0 0.0 0.0
C 0.0 0.0 0.0
C 0.0 0.0 0.0
H 0.0 0.0 0.0
H 0.0 0.0 0.0
H -0.1 0.0 0.0
H 0.0 0.0 0.0
H 0.0 0.0 0.0
H 0.0 0.0 0.0
H 0.0 0.0 0.0
H 0.0 0.0 0.0
H 0.0 0.0 0.0
H 0.0 0.0 0.0
H 0.0 0.0 0.0
H 0.0 0.0 0.0
H 0.0 0.0 0.0
H 0.0 0.0 0.0
H 0.0 0.1 0.1
H 0.0 0.0 0.0
H 0.0 0.0 0.0
H 0.0 0.0 0.0
H 0.0 0.0 0.0
H 0.0 0.0 0.0
H 0.0 0.0 0.0
H 0.0 0.0 0.0
H 0.0 0.0 0.0
H 0.0 0.0 0.0
N 0.0 0.0 0.0
C -0.1 0.0 0.0
N 0.0 0.0 0.0
C 0.0 0.0 0.0
C 0.0 0.0 0.0
O 0.0 0.0 0.0
C 0.0 0.0 0.0
C 0.0 0.0 0.0
H 0.0 0.0 0.0
H 0.0 0.0 0.0
H 0.0 0.0 0.0
H 0.0 0.0 0.0
H 0.0 0.0 0.0
H 0.0 0.0 0.0
H 0.0 0.0 0.0
H 0.0 0.0 0.0
C 0.0 0.0 0.0
C 0.0 0.0 0.0
C 0.0 0.0 0.0
C 0.0 0.0 0.0
C 0.0 0.0 0.0
N 0.0 0.1 0.0
H 0.0 0.0 0.0
H 0.0 0.0 0.0
H 0.0 0.0 0.0
H 0.0 0.0 0.0
H 0.0 0.0 0.0
H 0.0 0.0 0.0
H 0.0 0.0 0.0
H 0.0 0.0 0.0
H 0.0 0.0 0.0

=====

Q: Among the records above, which one has the highest electronic energy?
A: C2H10NO